C21H36CoP2S as an isolated structure in a non-equilibrium geometry, computed with ωB97M-V with the def2-TZVPD basis set.

Geometry as ORCA input:
```
! RIJCOSX wB97M-V def2-TZVPD def2/J DEFGRID3
* xyz 0 4
P -1.7408 3.4356 -0.1229
P 0.7149 4.4057 -3.0021
C -1.2916 5.1909 -0.9622
C -0.8340 5.3295 -2.4099
H -0.6042 5.6976 -0.2660
H -2.2507 5.7202 -0.8470
H -1.6436 5.0617 -3.1099
H -0.6310 6.3965 -2.5923
C 1.8569 5.8964 -3.1378
H 2.9211 5.6179 -3.0606
H 1.6374 6.6629 -2.3741
H 1.7133 6.3596 -4.1295
C 0.3967 4.1462 -4.8019
H 0.4592 5.0959 -5.3487
H -0.5997 3.7036 -4.9647
H 1.1441 3.4597 -5.2229
C -2.0593 4.3648 1.4871
H -2.1362 3.7174 2.4206
H -2.9404 5.0033 1.3822
H -1.1940 5.0079 1.6218
C -3.3431 3.6002 -1.0385
H -3.1158 3.6122 -2.1196
H -3.7774 4.5701 -0.7364
H -4.0655 2.8034 -0.8056
Co -2.2572 2.2476 1.6314
C 2.4658 3.1600 -2.9160
C 3.0473 3.4804 -1.6699
C 2.3806 4.2234 -0.6148
C 1.0285 3.6235 -0.1513
C 0.1348 2.8174 -1.0976
C -0.0594 2.8022 -2.6107
C 0.5401 1.5119 -3.1592
C 2.0524 1.6708 -3.1077
C -3.4498 0.8663 0.8026
H 2.9721 3.5146 -3.8246
H 3.9816 3.0047 -1.3840
H 2.2511 5.2875 -0.8697
H 3.0330 4.2462 0.2780
H 1.2566 2.9463 0.6896
H 0.4778 4.4239 0.3468
H 0.2020 1.8025 -0.6908
H -1.1244 2.8909 -2.8802
H 0.1793 1.2752 -4.1703
H 0.2120 0.6818 -2.5200
H 2.4485 1.0692 -2.2735
H 2.4940 1.2660 -4.0260
H -3.1805 0.7342 -0.2607
H -4.4873 1.2326 0.8905
H -3.3763 -0.1111 1.3091
S -0.5518 0.7960 1.7032
C -0.3895 -0.9215 1.7013
C -0.7731 -1.7993 0.6565
C -0.5951 -3.1880 0.7970
C 0.0578 -3.7025 1.9295
C 0.5310 -2.8324 2.9289
C 0.3477 -1.4619 2.7925
H -1.1727 -1.3998 -0.2773
H -0.9516 -3.8711 0.0319
H 0.2143 -4.7765 2.0346
H 1.0486 -3.2265 3.8012
H 0.8118 -0.7711 3.4986
*
```

⟨S²⟩: 4.14
orbital gap (alpha / beta): 6.54 / 7.09 eV
HOMO (alpha / beta): -6.71 / -7.12 eV
ΔE to the lowest compared entry with this formula, charge and spin: 116.3 kJ/mol